The following is a quantum chemistry calculation of a cluster of 2 separate species, BrH2NOS2 in total at a distorted geometry, from the OMol25 dataset.

The multiplicity is 1. The HOMO energy is -0.3896 hartree. For the energy, the calculation gives -3501.5092 Ha.

```
7
Properties=species:S:1:pos:R:3:mulliken_charge:R:1
N -1.188 -0.863 0.237 -0.45
S -2.096 0.161 -0.497 0.70
O -2.182 0.148 -1.958 -0.45
S -3.238 1.157 0.595 -0.11
H -0.519 -1.429 -0.399 0.30
Br 0.847 2.201 0.106 -0.18
H -0.065 1.429 0.849 0.19
```